# C15H14N3OReS6

C15H14N3OReS6 as an isolated structure (ωB97M-V with the def2-TZVPD basis set, OMol25).

Relative energy (zero: lowest compared OMol25 entry of this formula, charge and spin) (eV): 0.000
Spin multiplicity: 4
LUMO (spin up / spin down) (eV): -3.19 / -4.50
Charge: +1
F_max (eV/A): 0.186

The geometry in XYZ format:
```
40
Properties=species:S:1:pos:R:3:forces:R:3:lowdin_spin:R:1
Re 1.06748 -0.83233 -0.45127 0.028 -0.069 -0.002 2.338
S 1.14074 -3.79612 1.11280 0.033 -0.061 0.036 0.053
S -2.50455 -1.65949 -2.77757 0.019 -0.014 -0.020 0.016
S 1.83688 -3.02290 -0.68562 0.065 -0.003 0.053 0.130
S 2.02404 -2.54546 2.45789 -0.080 0.014 -0.064 0.060
S 1.12106 -0.74220 1.91577 0.043 -0.061 0.140 0.144
S 0.47207 -0.67647 -2.84320 -0.001 -0.011 -0.062 0.070
O 3.03051 -0.14336 -0.52044 0.118 -0.009 -0.087 0.067
N 0.21735 1.22809 -0.14758 -0.071 0.170 -0.029 0.006
N 3.18051 2.08123 -0.34183 -0.026 -0.019 -0.011 0.004
N -0.87643 -1.45346 -0.81119 -0.156 0.017 -0.007 0.013
C 2.09823 2.31299 -1.29522 0.032 -0.003 0.039 0.003
C 0.09674 3.58309 -0.49753 0.000 -0.001 -0.002 -0.001
C -3.50013 -2.73771 1.46359 0.000 0.004 -0.010 0.001
C -2.04526 -1.95057 -0.23817 0.073 0.004 -0.028 0.002
C -2.25466 -2.26264 1.10084 -0.029 -0.004 0.000 0.004
C -4.51585 -2.90552 0.51695 0.005 0.001 0.025 0.003
C -1.65716 2.47743 0.66781 -0.012 -0.006 0.004 -0.002
C -0.97473 -1.26635 -2.11353 -0.024 0.033 0.018 0.036
C -1.12569 3.64407 0.15362 -0.003 0.011 -0.005 0.010
C 0.74780 2.37091 -0.62725 0.008 -0.014 -0.011 0.009
C -4.30883 -2.60102 -0.81477 0.006 0.007 -0.022 0.000
C -0.95992 1.29782 0.49571 0.028 -0.029 0.000 0.010
C -3.05855 -2.11816 -1.18447 -0.037 -0.020 0.035 0.004
C 4.75130 0.68014 0.89010 0.016 -0.008 -0.027 0.004
C 3.59652 0.86293 -0.02865 -0.016 0.058 0.007 0.009
H 4.40690 0.08374 1.73597 0.006 0.010 0.011 0.001
H -2.60014 2.46394 1.19462 0.000 0.000 -0.001 0.000
H 3.64728 2.87161 0.07408 0.002 0.005 -0.004 0.000
H -3.68996 -2.99473 2.49674 0.001 0.000 0.000 0.000
H 5.51431 0.10014 0.37079 -0.005 -0.003 0.002 0.000
H 5.17265 1.62080 1.23606 0.000 -0.004 0.006 0.000
H -1.45282 -2.15057 1.81817 -0.006 0.003 0.006 0.002
H 2.29337 3.25314 -1.80509 0.002 0.012 0.019 0.000
H 2.12630 1.51993 -2.04082 -0.014 -0.013 -0.010 0.001
H -5.09356 -2.73773 -1.54622 0.001 0.000 0.002 0.000
H 0.54957 4.47469 -0.90907 0.001 -0.001 0.004 0.000
H -5.47802 -3.28552 0.83158 -0.001 -0.001 -0.009 0.000
H -1.34961 0.36913 0.88703 -0.006 0.007 0.005 0.000
H -1.64574 4.58652 0.25934 0.002 -0.002 0.001 0.000
```
Positions in Å, forces in eV/Å.